No. 1
ORCA calculation (ωB97M-V/def2-TZVPD) on C51H72N9O3SSeTi as an isolated structure in a non-equilibrium geometry.

Output
Lowest unoccupied orbital energy (alpha / beta) ... 0.0 / 0.0 eV
2S+1 ... 2
Total energy ... -6354.30622 Ha
M ... 1018.09 g mol⁻¹
HOMO-LUMO gap (alpha / beta) ... 0.2142 / 0.2677 hartree
Charge ... 0
HOMO level (alpha / beta) ... -0.21299 / -0.26661 Eh

Last column: Löwdin charge in e.
Cartesian coordinates (Å):
Ti  -0.4288  0.3712  0.5858  0.775
C  -2.3143  -4.1710  -5.4346  -0.050
C  -1.0305  -3.3411  -5.3043  -0.559
C  -1.0666  -2.2576  -6.3900  -0.064
C  0.1962  -4.2353  -5.5345  -0.042
C  -0.9476  -2.7452  -3.9087  -0.182
C  -0.5865  -1.4317  -3.6762  -0.079
C  -0.6019  -0.9198  -2.3919  -0.353
Se  0.1648  0.8474  -2.1972  1.197
C  1.9984  0.3537  -1.7965  -0.375
C  3.0404  0.6422  -2.6581  -0.065
C  4.3485  0.4147  -2.2573  -0.179
C  4.5538  -0.0863  -0.9705  0.021
C  3.5312  -0.3895  -0.0880  -0.081
C  2.1955  -0.1934  -0.5130  -0.362
O  1.1485  -0.4599  0.2257  -0.254
C  3.7914  -0.8511  1.3392  -0.522
C  5.2846  -1.0594  1.6138  -0.063
C  3.0645  -2.1781  1.5922  -0.026
C  3.2661  0.2110  2.3194  -0.034
C  5.5426  0.6856  -3.1637  -0.558
C  5.1256  1.3195  -4.4954  -0.067
C  6.2616  -0.6380  -3.4586  -0.040
C  6.4986  1.6672  -2.4711  -0.047
C  -1.0368  -1.6581  -1.2678  -0.326
O  -1.3584  -1.0801  -0.1415  -0.262
C  -1.1178  -3.0644  -1.4733  -0.073
C  -1.1157  -3.5403  -2.7758  0.010
C  -1.0060  -4.0811  -0.3321  -0.514
C  0.3707  -4.7523  -0.4924  -0.034
C  -2.1049  -5.1498  -0.4159  -0.041
C  -1.0174  -3.4831  1.0788  -0.041
H  -2.3970  -4.5765  -6.4410  0.081
H  -3.1831  -3.5452  -5.2419  0.089
H  -2.3309  -5.0003  -4.7331  0.072
H  -1.2125  -2.7208  -7.3652  0.082
H  -0.1368  -1.6944  -6.4267  0.077
H  -1.8895  -1.5660  -6.2158  0.088
H  0.1848  -4.6508  -6.5408  0.081
H  0.2186  -5.0566  -4.8220  0.078
H  1.1089  -3.6566  -5.4080  0.088
H  -0.2694  -0.7709  -4.4684  0.088
H  2.8082  1.0421  -3.6330  0.095
H  5.5679  -0.2384  -0.6384  0.095
H  5.7185  -1.7565  0.8992  0.085
H  5.4168  -1.4807  2.6090  0.084
H  5.8335  -0.1181  1.5757  0.084
H  3.3936  -2.9236  0.8698  0.091
H  1.9888  -2.0410  1.4972  0.065
H  3.2787  -2.5409  2.5961  0.088
H  3.7066  1.1849  2.1044  0.083
H  3.5382  -0.0708  3.3350  0.082
H  2.1780  0.2963  2.2619  0.054
H  4.5074  0.6402  -5.0809  0.085
H  6.0139  1.5608  -5.0803  0.085
H  4.5718  2.2424  -4.3239  0.083
H  5.6051  -1.2922  -4.0269  0.088
H  6.5353  -1.1515  -2.5418  0.077
H  7.1642  -0.4648  -4.0415  0.083
H  5.9739  2.5958  -2.2510  0.083
H  7.3408  1.8928  -3.1240  0.082
H  6.8838  1.2674  -1.5374  0.075
H  -1.2195  -4.6038  -2.9202  0.102
H  0.4594  -5.2778  -1.4393  0.077
H  0.5321  -5.4650  0.3140  0.084
H  1.1506  -3.9956  -0.4453  0.085
H  -2.0324  -5.7314  -1.3312  0.072
H  -3.0947  -4.6981  -0.3889  0.064
H  -2.0151  -5.8348  0.4256  0.086
H  -0.3006  -2.6671  1.1648  0.059
H  -0.7396  -4.2565  1.7948  0.091
H  -1.9950  -3.1054  1.3598  0.055
C  2.5790  3.7636  -0.7260  -0.054
N  1.8149  4.2564  0.4023  -0.168
C  2.5923  5.0909  1.3003  -0.059
C  0.8703  3.3839  0.9544  -0.362
N  0.8118  2.1156  0.7147  0.113
N  -0.0742  4.0333  1.7258  0.152
C  -1.1093  3.4307  2.4058  -0.492
N  -1.9116  4.3262  3.1016  0.148
N  -1.3277  2.1835  2.3100  0.118
H  3.0880  4.6111  -1.1856  0.095
H  1.9025  3.3266  -1.4665  0.083
H  3.3404  3.0200  -0.4463  0.097
H  2.7896  6.0497  0.8193  0.090
H  3.5502  4.6172  1.5391  0.094
H  2.0539  5.2555  2.2296  0.081
H  1.6426  1.8157  0.2048  0.046
H  -0.0223  5.0406  1.7531  0.141
H  -1.4819  5.1550  3.4844  0.091
H  -2.5647  3.8815  3.7308  0.100
H  -2.0998  1.8616  2.8932  -0.020
O  -1.9438  1.4672  -0.2386  -0.140
C  -2.5628  2.5436  -0.3660  -0.418
C  -2.2001  3.5565  -1.4303  -0.090
C  -3.2921  3.7830  -2.4957  -0.164
C  -4.6968  3.3862  -2.0449  -0.204
C  -5.2179  4.1891  -0.8527  -0.166
C  -4.3082  4.0981  0.3882  -0.172
N  -3.5791  2.8577  0.4543  0.087
H  -1.2864  3.2099  -1.9191  0.068
H  -1.9707  4.5014  -0.9312  0.117
H  -3.0483  3.1914  -3.3805  0.114
H  -3.2920  4.8342  -2.7940  0.115
H  -4.7040  2.3202  -1.8079  0.117
H  -5.3847  3.5375  -2.8799  0.113
H  -6.2122  3.8200  -0.5990  0.109
H  -5.3226  5.2373  -1.1386  0.112
H  -4.9081  4.1792  1.2958  0.122
H  -3.5963  4.9303  0.3811  0.111
H  -3.7770  2.2076  1.2169  0.016
N  0.0376  0.7703  10.3360  0.148
C  -0.0205  0.5167  9.2138  -0.214
C  -0.0948  0.2371  7.8426  -0.250
C  -1.2360  -0.3737  7.3017  -0.026
C  -1.3240  -0.5873  5.9482  -0.023
C  -0.2777  -0.2056  5.0953  -0.240
C  0.8725  0.3814  5.6484  -0.020
C  0.9658  0.6000  6.9991  -0.027
C  -0.3887  -0.3265  3.6973  -0.114
C  -0.5220  -0.3110  2.4851  -0.074
H  -2.0352  -0.6689  7.9673  0.116
H  -2.2021  -1.0435  5.5131  0.109
H  1.6716  0.6733  4.9824  0.104
H  1.8444  1.0579  7.4323  0.117
C  -6.1347  -1.3657  4.2327  -0.049
N  -5.3405  -1.5550  3.0513  -0.134
C  -5.2705  -2.6927  2.2817  -0.046
C  -4.3859  -2.4576  1.2895  -0.077
N  -3.9080  -1.1794  1.4437  0.111
C  -4.5015  -0.6204  2.5268  -0.772
S  -4.3527  0.9394  3.0745  0.666
H  -6.8761  -2.1599  4.3029  0.092
H  -6.6386  -0.3970  4.1848  0.073
H  -5.5050  -1.3772  5.1273  0.094
H  -5.8439  -3.5676  2.5101  0.119
H  -4.0842  -3.0805  0.4759  0.099
H  -3.1052  -0.7915  0.9431  0.121

Atoms 1-2, force components in eV/Å:
Ti -0.9999 2.6857 0.3744
C 0.1596 0.1055 -0.0040

No. 2
ORCA calculation (ωB97M-V/def2-TZVPD) on a 7-piece molecular cluster, C51H74F3N9O7S2 overall in a non-equilibrium geometry.

Output
Lowest unoccupied orbital energy ... 0.2 eV
2S+1 ... 1
Total energy ... -4103.14389 Ha
M ... 1046.34 g mol⁻¹
HOMO-LUMO gap ... 0.3311 hartree
SMILES ... CCCNN1C(=O)c2c(C[C@@H](O)C(F)(F)F)c(S)c(CCCCS(=O)(=O)O)c(CCC(=O)Nc3ccccc3)c2C1=O.CCCC#N.CCCC#N.CCCC#N.CCCC#N.CCCC#N.CCCC#N
Charge ... 0
HOMO level ... -0.32534 Eh

Last column: Löwdin charge in e.
Cartesian coordinates (Å):
C  -4.6855  -0.1091  -1.2153  -0.132
C  -5.0406  0.5046  0.1426  -0.230
C  -3.7404  0.7096  0.9616  -0.202
N  -3.7013  1.9904  1.6609  0.030
N  -2.4019  2.3579  2.0439  -0.016
C  -1.4840  1.3510  2.4157  -0.329
O  -1.5020  0.6270  3.3785  0.140
C  -0.4759  1.3687  1.2726  -0.028
C  0.4395  0.4500  0.8682  -0.169
C  0.5863  -0.8587  1.6230  -0.077
C  1.8423  -0.7547  2.5001  -0.291
O  1.5015  -0.1255  3.7022  -0.001
C  2.5748  -2.0952  2.7391  -0.572
F  2.3499  -3.0217  1.8096  0.140
F  3.9127  -1.8755  2.7294  0.116
F  2.2945  -2.5840  3.9489  0.146
C  1.1934  0.7509  -0.2678  -0.400
S  2.3586  -0.5188  -0.8003  0.916
C  1.0745  1.9182  -0.9876  -0.149
C  1.8593  2.2699  -2.2389  -0.125
C  3.3977  2.0718  -2.1755  -0.203
C  3.8185  1.0824  -3.2854  -0.258
C  5.3383  0.8891  -3.3767  -0.203
S  5.9994  1.3104  -5.0121  0.607
O  5.0943  2.1375  -5.7547  -0.295
O  6.3367  0.1197  -5.7228  -0.278
O  7.3043  2.2176  -4.6834  -0.171
C  0.1251  2.8567  -0.5519  -0.100
C  -0.1517  4.1731  -1.2563  -0.095
C  -0.6690  3.9653  -2.6967  -0.096
C  -1.7920  4.9110  -3.0803  -0.420
O  -1.8933  6.0284  -2.6254  0.106
N  -2.7200  4.4121  -4.0492  0.113
C  -2.1262  4.1926  -5.3365  -0.260
C  -2.3478  5.1219  -6.3322  -0.034
C  -1.8299  4.9435  -7.5791  -0.096
C  -1.0684  3.8539  -7.9043  -0.093
C  -0.8246  2.9497  -6.9072  -0.088
C  -1.3413  3.1149  -5.6544  -0.045
C  -0.6113  2.5483  0.5414  -0.022
C  -1.7268  3.3154  1.2242  -0.293
O  -2.0628  4.4714  1.1628  0.139
H  -5.6337  -0.3292  -1.7235  0.068
H  -4.1533  0.5875  -1.8632  0.071
H  -4.1746  -1.0633  -1.1066  0.043
H  -5.6422  -0.2427  0.6696  0.091
H  -5.6264  1.4194  0.0482  0.105
H  -2.9132  0.5743  0.2634  0.110
H  -3.7000  -0.1234  1.6794  0.117
H  -4.3292  2.0054  2.4522  0.129
H  -0.2924  -0.9591  2.2578  0.115
H  0.6350  -1.6504  0.8821  0.083
H  2.5378  -0.0739  2.0004  0.110
H  2.2608  0.3769  4.0108  0.062
H  1.4996  -1.5455  -0.9906  -0.095
H  1.6921  3.3020  -2.5289  0.089
H  1.4549  1.6710  -3.0644  0.129
H  3.9627  2.9834  -2.3821  0.092
H  3.7221  1.7174  -1.1935  0.089
H  3.3486  0.1124  -3.1497  0.059
H  3.3886  1.4762  -4.2101  0.106
H  5.9088  1.4043  -2.6015  0.087
H  5.5414  -0.1774  -3.2751  0.104
H  7.1002  2.6288  -3.8269  0.030
H  -0.8911  4.7089  -0.6642  0.096
H  0.7474  4.7944  -1.2527  0.133
H  0.1510  4.1723  -3.3907  0.121
H  -0.9776  2.9358  -2.8763  0.115
H  -3.4258  5.1325  -4.1636  0.122
H  -2.9517  5.9843  -6.0730  0.120
H  -2.0411  5.7108  -8.3158  0.109
H  -0.6916  3.7256  -8.9081  0.107
H  -0.2108  2.0901  -7.1479  0.110
H  -1.1164  2.3644  -4.9069  0.109
C  0.6895  -6.8179  2.9081  -0.104
C  0.7435  -5.8488  4.0842  -0.254
C  -0.6294  -5.2683  4.4391  -0.176
C  -1.1832  -4.5217  3.3026  -0.231
N  -1.6116  -3.9338  2.4072  0.162
H  0.3533  -6.3209  1.9964  0.067
H  1.6794  -7.2286  2.7087  0.072
H  0.0130  -7.6501  3.1146  0.077
H  1.4343  -5.0375  3.8492  0.091
H  1.1429  -6.3667  4.9580  0.111
H  -0.5468  -4.5932  5.2915  0.119
H  -1.3246  -6.0669  4.7056  0.118
C  -4.2232  -6.2363  2.0248  -0.109
C  -5.5502  -6.9547  2.2331  -0.269
C  -5.5901  -7.7396  3.5491  -0.217
C  -4.5381  -8.7684  3.5573  -0.239
N  -3.7083  -9.5704  3.5654  0.132
H  -3.3884  -6.9365  1.9563  0.070
H  -4.2400  -5.6618  1.0977  0.057
H  -4.0227  -5.5441  2.8459  0.053
H  -5.7318  -7.6311  1.3942  0.113
H  -6.3535  -6.2262  2.2325  0.069
H  -6.5556  -8.2267  3.6744  0.110
H  -5.4367  -7.0797  4.4009  0.094
C  6.3525  7.3854  -3.7418  -0.105
C  7.6525  7.2035  -2.9656  -0.258
C  8.1646  5.7586  -2.9910  -0.175
C  7.1811  4.8528  -2.3839  -0.210
N  6.4025  4.1518  -1.8987  0.172
H  5.5417  6.7970  -3.3095  0.071
H  6.0419  8.4297  -3.7226  0.074
H  6.4730  7.0874  -4.7850  0.080
H  7.4999  7.5201  -1.9318  0.112
H  8.4184  7.8542  -3.3901  0.110
H  9.1001  5.6767  -2.4373  0.121
H  8.3503  5.4362  -4.0170  0.125
C  -5.7517  -3.1072  6.3144  -0.106
C  -5.6172  -2.8109  4.8248  -0.256
C  -6.8939  -3.1262  4.0361  -0.173
C  -7.2355  -4.5506  4.1501  -0.197
N  -7.5043  -5.6695  4.2360  0.176
H  -5.9355  -4.1674  6.4973  0.070
H  -4.8338  -2.8409  6.8385  0.074
H  -6.5710  -2.5366  6.7563  0.077
H  -4.7836  -3.3876  4.4180  0.100
H  -5.3717  -1.7563  4.6895  0.109
H  -6.7538  -2.8860  2.9814  0.116
H  -7.7319  -2.5353  4.4087  0.121
C  5.5786  2.7644  5.6818  -0.107
C  6.1493  2.9862  4.2853  -0.260
C  5.1654  3.6883  3.3424  -0.177
C  3.9487  2.8847  3.1750  -0.176
N  2.9948  2.2496  3.0414  0.200
H  4.7048  2.1117  5.6586  0.068
H  6.3205  2.2909  6.3247  0.074
H  5.2870  3.7106  6.1418  0.078
H  6.4399  2.0234  3.8604  0.112
H  7.0554  3.5900  4.3601  0.108
H  5.6202  3.8375  2.3626  0.118
H  4.8871  4.6663  3.7378  0.123
C  -3.0102  -4.7987  -1.6120  -0.115
C  -2.7625  -4.4692  -3.0812  -0.258
C  -1.5077  -3.6155  -3.2962  -0.181
C  -1.6318  -2.3339  -2.5902  -0.213
N  -1.7278  -1.3332  -2.0247  0.172
H  -3.1834  -3.8970  -1.0220  0.065
H  -3.8933  -5.4301  -1.5085  0.069
H  -2.1613  -5.3315  -1.1791  0.079
H  -3.6334  -3.9477  -3.4834  0.111
H  -2.6569  -5.3981  -3.6445  0.108
H  -1.3610  -3.4158  -4.3579  0.118
H  -0.6234  -4.1362  -2.9255  0.120

Atoms 1-2, force components in eV/Å:
C -1.4067 0.2263 -0.1577
C 0.6877 -0.5750 0.2057